Here is the molecule C3HF7N2 in a non-equilibrium geometry from OMol25. Energies are from ωB97M-V/def2-TZVPD.

For the orbital gap, the calculation gives 11.15 eV. The calculation puts the electronic energy at -923.26236 Eh. As for the SMILES: F/N=C(/[C@@H](F)N(F)F)C(F)(F)F. As for the total charge: 0.

CARTESIAN COORDINATES (ANGSTROEM)
F  -2.983  -0.848  -1.930
N  -1.628  -0.826  -1.750
C  -1.163  -0.199  -0.758
C  0.422  0.021  -0.601
F  0.761  -0.278  0.672
N  1.272  -0.819  -1.411
F  0.836  -2.060  -1.478
F  1.171  -0.288  -2.732
C  -1.967  0.482  0.313
F  -1.354  1.458  0.980
F  -3.042  1.028  -0.217
F  -2.358  -0.375  1.244
H  0.683  0.984  -0.878

Cartesian forces (eV/Å) of the 2 atoms listed first:
0.01 0.16 0.80
1.28 -0.15 -0.76

How positive or negative is each atom? The Mulliken charges in e answer that: atom 1 (F): -0.148, atom 2 (N): -0.320, atom 3 (C): 0.146, atom 4 (C): 0.301, atom 5 (F): -0.268, atom 6 (N): 0.053, atom 7 (F): -0.122, atom 8 (F): -0.203, atom 9 (C): 0.987, atom 10 (F): -0.263, atom 11 (F): -0.245, atom 12 (F): -0.236, atom 13 (H): 0.320

---

Here is a cluster of 2 separate species, C3HFS in total in a non-equilibrium geometry from OMol25. Energies are from ωB97M-V/def2-TZVPD.

For the orbital gap (spin up / spin down), the calculation gives 8.49 / 6.24 eV. The calculation puts the electronic energy at -612.68876 Eh. As for the total charge: 0. Its energy relative to the best compared isomer or geometry (same formula, charge and spin) is 92.7 kcal/mol.

CARTESIAN COORDINATES (ANGSTROEM)
C  -0.561  0.008  0.185
C  1.977  0.756  -0.457
C  -1.177  -0.984  -0.159
F  2.333  1.449  0.560
S  -2.193  -2.027  -1.013
H  -0.379  0.799  0.884

Cartesian forces (eV/Å) of the 2 atoms listed first:
0.70 1.44 1.51
0.11 0.22 0.49

How positive or negative is each atom? The Mulliken charges in e answer that: atom 1 (C): -0.173, atom 2 (C): 0.128, atom 3 (C): -0.145, atom 4 (F): -0.048, atom 5 (S): -0.153, atom 6 (H): 0.390

---

Here is the molecule C3HIN2O in a non-equilibrium geometry from OMol25. Energies are from ωB97M-V/def2-TZVPD.

For the orbital gap (spin up / spin down), the calculation gives 6.96 / 7.04 eV. The calculation puts the electronic energy at -597.15125 Eh. As for the total charge: 0. Its energy relative to the best compared isomer or geometry (same formula, charge and spin) is 96.6 kcal/mol.

CARTESIAN COORDINATES (ANGSTROEM)
C  -0.350  -0.557  -1.315
C  0.343  -1.518  -0.633
C  0.136  1.163  1.304
N  -0.285  0.719  -1.021
N  0.070  1.303  0.098
O  0.321  1.328  2.469
I  0.197  -1.810  1.394
H  -0.433  -0.629  -2.295

Cartesian forces (eV/Å) of the 2 atoms listed first:
1.49 0.98 4.27
0.26 -1.37 1.04

How positive or negative is each atom? The Mulliken charges in e answer that: atom 1 (C): -0.045, atom 2 (C): -0.292, atom 3 (C): 0.612, atom 4 (N): -0.417, atom 5 (N): -0.015, atom 6 (O): -0.433, atom 7 (I): 0.178, atom 8 (H): 0.411